No. 1
A 2-piece molecular cluster, C3H7NO overall at a distorted geometry, computed with wB97M-V/def2-TZVPD.

Cartesian coordinates (Å):
O  2.9461  3.0165  0.4700
C  1.7666  2.7762  0.1238
H  0.8130  3.0738  0.6909
H  1.6243  2.2026  -0.8614
C  -0.3906  -1.3082  0.9121
C  -1.6827  -1.4204  -1.1182
N  -1.5095  -0.8204  0.0117
H  -0.1834  -2.3451  0.6888
H  0.5354  -0.8141  0.4743
H  -0.2861  -0.9913  1.9572
H  -2.0370  -0.8717  -1.9934
H  -1.5962  -2.4976  -1.3559

## Properties
* charge: +1
* LUMO energy (spin up / spin down): -0.2396 / -0.3471 hartree
* orbital gap (spin up / spin down): 6.5 / 3.6 eV
* multiplicity: 2

No. 2
A 6-piece molecular cluster, C21H46N2O8 overall at a distorted geometry, computed with wB97M-V/def2-TZVPD.

Cartesian coordinates (Å):
C  0.2967  -4.3066  -0.9915
N  0.9004  -2.9269  -1.0912
C  -0.3613  -2.0383  -1.5211
C  1.3590  -2.4050  0.3117
C  2.0371  -2.8899  -2.0483
C  2.6728  -1.5214  -2.2306
O  3.6593  -1.6465  -3.2578
H  -0.6067  -4.4786  -0.4321
H  1.0628  -5.0396  -0.3589
H  -0.0234  -4.8697  -1.9366
H  -1.0996  -2.3789  -0.9384
H  -0.4325  -2.2614  -2.6621
H  -0.2725  -1.0268  -1.4385
H  0.4636  -2.6111  1.0587
H  1.4892  -1.5185  0.3313
H  2.2032  -2.9914  0.5451
H  1.6312  -3.2882  -2.8109
H  2.8092  -3.4837  -1.7485
H  3.0904  -1.0181  -1.1517
H  1.7685  -0.7078  -2.3477
H  3.9577  -0.7208  -3.2343
N  0.6625  1.2497  -0.5025
O  -0.1342  0.7544  0.3963
O  0.2168  1.3255  -1.6287
O  1.8419  1.1549  -0.2711
C  1.3851  6.0876  -2.6862
C  1.2928  4.6539  -2.2885
C  0.2525  4.7265  -1.1851
O  0.0856  6.0334  -0.8016
C  1.1049  6.8087  -1.4356
H  0.5571  6.3652  -3.3553
H  2.3267  6.4297  -3.2548
H  2.2659  4.3642  -1.9090
H  0.9359  3.8902  -3.1485
H  0.5155  3.9425  -0.3366
H  -0.6926  4.3636  -1.6356
H  2.0611  6.7466  -0.8479
H  0.5563  7.8162  -1.3826
C  2.0507  0.3205  4.5172
C  2.3796  -1.1019  5.0971
C  3.3152  -1.6824  4.0314
O  3.7485  -0.5651  3.2934
C  2.7371  0.4013  3.3138
H  2.4594  1.0344  5.1951
H  1.1784  0.7891  4.5972
H  1.5567  -1.9290  4.8700
H  2.7092  -1.1235  6.0234
H  2.8629  -2.3913  3.5257
H  3.9465  -2.2849  4.4802
H  2.2231  0.3614  2.1850
H  2.9835  1.4174  3.2797
C  -1.3353  -2.5756  3.4646
C  -1.7801  -1.3591  2.7651
C  -2.5936  -1.8645  1.6400
O  -2.2470  -3.2348  1.3926
C  -2.1168  -3.7370  2.7603
H  -1.9275  -2.6312  4.4853
H  -0.2795  -2.7179  3.3699
H  -0.8600  -0.9528  2.3707
H  -2.5340  -0.7606  3.3690
H  -2.4200  -1.3013  0.8810
H  -3.5985  -2.1473  1.6745
H  -1.4828  -4.4561  2.6041
H  -2.9498  -3.9509  3.1296
C  -2.8606  1.5628  -2.8694
C  -4.2250  1.6068  -3.4886
C  -5.1580  1.4694  -2.3430
O  -4.4544  0.4714  -1.5656
C  -3.0669  0.3964  -1.7828
H  -2.4016  2.5106  -2.4486
H  -2.0986  1.1171  -3.5795
H  -4.2519  0.7281  -4.3145
H  -4.5070  2.5243  -4.0510
H  -6.1212  1.0557  -2.7335
H  -5.2705  2.3007  -1.8025
H  -2.6898  -0.5578  -2.2846
H  -2.7591  0.6742  -0.8256

## Properties
* LUMO energy: 0.0019 hartree
* orbital gap: 8.1 eV

No. 3
One molecule with the formula C4H5NO at a distorted geometry, computed with wB97M-V/def2-TZVPD.

Cartesian coordinates (Å):
C  -1.3578  0.2179  -0.3765
C  -0.3609  -0.4441  0.5523
O  -0.6174  -0.7834  1.6789
C  1.0675  -0.5858  0.0061
C  1.5830  0.7844  0.0796
N  1.8476  1.9024  0.2157
H  -2.1695  -0.4871  -0.5736
H  -0.9113  0.5300  -1.3258
H  -1.7934  1.0897  0.1199
H  1.0655  -0.9674  -1.0220
H  1.6468  -1.2567  0.6453

## Properties
* LUMO energy: 0.0247 hartree
* structure (SMILES): CC(=O)CC#N
* orbital gap: 11.0 eV